32
Properties=species:S:1:pos:R:3:mulliken_spin:R:1 method="wB97M-V/def2-TZVPD" charge=-1 gap_ev="5.99 / 6.07" e_above_lowest_ev=0.795 spin_multiplicity=2 s_squared=0.7994
Se 1.133 2.115 5.388 -0.005
H -2.348 -3.773 -3.639 0.000
C -1.724 -2.387 -2.152 0.006
H 2.525 -1.189 3.294 -0.001
H -2.833 1.970 -2.976 0.000
Se -0.526 -0.003 2.355 -0.017
Ru -0.528 1.089 0.274 0.838
S 1.610 0.658 -0.761 -0.022
N 2.697 -0.845 1.217 0.002
C -2.213 1.352 -2.307 0.001
H 4.512 0.991 2.845 0.000
H -1.285 -3.134 -1.505 0.001
O -1.604 1.950 -1.421 0.017
O -1.121 -0.779 -0.579 -0.004
C 2.392 0.368 0.758 -0.005
C 3.455 0.726 2.783 0.003
C -2.314 -2.736 -3.330 0.000
Se -2.766 2.671 4.386 -0.003
C -2.893 -1.756 -4.158 0.004
H 2.242 -1.653 0.828 0.000
H 2.606 2.260 1.457 0.008
H -3.296 0.312 -4.423 0.000
C -2.856 -0.448 -3.787 -0.002
Sb -0.556 2.197 3.693 -0.006
N 2.856 1.289 1.575 -0.010
H 2.941 1.084 3.676 -0.001
H 4.171 -1.353 2.635 0.000
C -1.654 -1.025 -1.709 -0.005
Cl -3.650 -2.241 -5.659 0.000
Se 0.013 3.133 1.254 0.200
C 3.241 -0.790 2.573 0.002
C -2.226 -0.053 -2.584 0.000